(1)
Formula: C32H44AsCl5CoO8PS2
Source: the Open Molecules 2025 dataset
Level of theory: ωB97M-V/def2-TZVPD

CARTESIAN COORDINATES (ANGSTROEM)
Co -0.2320 0.2839 0.0470
O 0.2463 3.1208 2.1550
As 0.8148 1.5808 2.7651
O 0.4855 1.4631 4.3542
O -0.0273 0.3968 1.8540
C 2.7292 1.3946 2.5111
C 3.4076 1.3903 3.7242
C 4.7786 1.1646 3.7677
C 5.4740 0.9188 2.6002
C 4.8069 0.9167 1.3808
C 3.4461 1.1639 1.3306
S 2.7108 1.2644 -0.2896
O 2.1875 2.5942 -0.3859
O 3.7099 0.8491 -1.2308
O 1.6219 0.1927 -0.2633
H 0.3522 3.7568 2.8763
H 2.8382 1.5408 4.6328
H 5.2928 1.1676 4.7199
H 6.5397 0.7324 2.6291
H 5.3319 0.7372 0.4533
Cl 0.0199 4.4443 -5.7049
C -0.1265 3.7616 -4.1308
C -0.2037 2.3846 -3.9706
Cl -0.1581 1.3284 -5.3299
C -0.3283 1.8607 -2.6959
Cl -0.4461 0.1447 -2.4445
C -0.3803 2.6424 -1.5352
O -0.5548 2.1134 -0.3651
C -0.3115 4.0368 -1.7274
Cl -0.4177 5.0443 -0.3403
C -0.1891 4.5787 -2.9983
Cl -0.1124 6.2872 -3.1882
C 2.5430 -4.6817 -2.4471
C 1.3138 -4.0914 -3.1581
C 0.7434 -2.8894 -2.3927
C 0.8394 -3.1578 -0.8869
C 2.3326 -3.1063 -0.4891
C 3.2428 -3.6074 -1.6226
P -0.2028 -2.1143 0.2230
C 0.2449 -2.5962 1.9627
C 0.1498 -4.1000 2.3188
C 0.9458 -4.4393 3.5890
C 0.8685 -3.2968 4.5928
C 1.5381 -2.0346 4.0174
C 1.5868 -2.0688 2.4856
C -1.9370 -2.7407 -0.0126
C -2.1216 -4.2861 0.0353
C -2.5299 -4.8690 -1.3153
C -3.8800 -4.3149 -1.7740
C -4.0012 -2.8191 -1.4327
C -2.6217 -2.1841 -1.2796
H 3.2279 -5.1163 -3.1762
H 2.2403 -5.4978 -1.7836
H 0.5410 -4.8579 -3.2635
H 1.5806 -3.7729 -4.1676
H -0.2749 -2.6978 -2.7263
H 1.3274 -1.9966 -2.6214
H 0.4574 -4.1708 -0.7131
H 2.4896 -3.7247 0.3951
H 2.6063 -2.0833 -0.2261
H 4.1685 -3.9950 -1.1947
H 3.5271 -2.7757 -2.2715
H -0.5289 -2.0537 2.5195
H 0.5182 -4.7220 1.4994
H -0.8939 -4.3689 2.4864
H 1.9928 -4.6315 3.3396
H 0.5552 -5.3648 4.0168
H 1.3396 -3.5830 5.5341
H -0.1818 -3.0950 4.8231
H 2.5566 -1.9390 4.3994
H 0.9895 -1.1495 4.3487
H 2.3938 -2.7245 2.1615
H 1.8081 -1.0883 2.0863
H -2.4533 -2.2871 0.8407
H -2.8981 -4.5237 0.7686
H -1.2260 -4.7934 0.3743
H -2.5733 -5.9575 -1.2436
H -1.7572 -4.6402 -2.0554
H -4.6872 -4.8745 -1.2960
H -3.9913 -4.4657 -2.8497
H -4.5511 -2.6868 -0.4949
H -4.5714 -2.2997 -2.2044
H -2.7016 -1.1044 -1.2112
H -2.0382 -2.4018 -2.1740
C -3.5446 2.5163 0.2063
S -2.6709 1.3872 1.2796
C -4.0784 0.5530 1.9869
O -2.1399 0.2768 0.3503
H -4.2659 3.0663 0.8097
H -4.0405 1.9405 -0.5744
H -2.8065 3.1925 -0.2158
H -4.6741 1.2762 2.5411
H -3.6981 -0.2069 2.6660
H -4.6574 0.0950 1.1857

Computed properties:
Molar mass (Da): 962.92
LUMO (alpha / beta) (eV): -0.7544 / -0.7531
Total charge: 0
Calculated total energy (eV): -242316.118
Energy relative to the best compared isomer or geometry (same formula, charge and spin) (kcal per mole): 0.0
Gap between HOMO and LUMO (alpha / beta) (eV): 7.2967 / 7.2980

***

(2)
Formula: C33H31N3OReS3
Source: the Open Molecules 2025 dataset
Level of theory: ωB97M-V/def2-TZVPD

CARTESIAN COORDINATES (ANGSTROEM)
Re 0.0004 -0.0962 -0.3694
C -0.1505 3.3603 2.5969
C 0.2219 2.0352 1.9922
N -0.3869 1.6842 0.8818
N -1.4122 2.4873 0.5137
C -2.1112 2.1974 -0.5145
S -1.8063 0.8730 -1.6003
S -3.4843 3.2350 -0.8752
C -4.8727 2.0281 -0.6215
C -4.8521 0.8663 -1.5531
C -4.4606 -0.3920 -1.1039
C -4.3910 -1.4609 -1.9789
C -4.7224 -1.2891 -3.3117
C -5.1136 -0.0409 -3.7665
C -5.1729 1.0312 -2.8960
C 1.1512 1.1761 2.6799
C 1.4439 1.4489 4.0310
C 2.2248 0.6264 4.8015
C 2.8207 -0.4964 4.2298
C 2.5888 -0.7873 2.9135
C 1.7142 -0.0161 2.1124
O 1.4907 -0.4437 0.9181
H -0.5246 4.0168 1.8129
H 0.7035 3.8221 3.0810
H -0.9517 3.2353 3.3274
H -5.7512 2.6554 -0.7660
H -4.8096 1.7189 0.4209
H -4.1941 -0.5329 -0.0645
H -4.0480 -2.4222 -1.6272
H -4.6706 -2.1248 -3.9946
H -5.3558 0.1037 -4.8094
H -5.4571 2.0088 -3.2582
H 1.0028 2.3143 4.4983
H 2.3686 0.8477 5.8475
H 3.4522 -1.1402 4.8222
H 3.0376 -1.6465 2.4394
S -1.5193 -4.2263 1.6104
C -1.5172 -3.1938 3.0077
C -1.7709 -3.5408 4.3227
C -1.7659 -2.5411 5.2746
C -1.5305 -1.2170 4.9091
C -1.2832 -0.8683 3.5981
C -1.2548 -1.8624 2.6215
N -1.0523 -1.7087 1.2782
C -1.1660 -2.8271 0.6218
C -1.0693 -2.9081 -0.8115
C -1.5935 -4.0207 -1.4759
C -1.6200 -4.0521 -2.8512
C -1.0968 -2.9845 -3.5690
C -0.5533 -1.9002 -2.9086
C -0.5116 -1.8128 -1.5143
H -1.9656 -4.5679 4.5864
H -1.9718 -2.7851 6.3056
H -1.5541 -0.4462 5.6652
H -1.1250 0.1606 3.3262
H -2.0035 -4.8374 -0.8941
H -2.0723 -4.8856 -3.3648
H -1.1256 -2.9908 -4.6488
H -0.1658 -1.0763 -3.4890
C 3.6324 1.0356 -2.8799
C 2.8031 0.2748 -1.8388
C 2.8200 -1.2144 -2.1810
C 1.3876 0.8422 -1.7982
H 4.6632 0.6834 -2.8745
H 3.6331 2.1050 -2.6794
H 3.2161 0.8709 -3.8729
H 3.2675 0.4094 -0.8556
H 2.4268 -1.3750 -3.1813
H 2.2143 -1.7870 -1.4780
H 3.8389 -1.5936 -2.1442
H 0.9710 0.8049 -2.8106
H 1.4468 1.9048 -1.5212

Computed properties:
Molar mass (Da): 768.04
LUMO (alpha / beta) (eV): -1.2423 / -1.0082
Total charge: 0
Calculated total energy (eV): -75877.338
Energy relative to the best compared isomer or geometry (same formula, charge and spin) (kcal per mole): 11.4
⟨S²⟩: 0.76
Gap between HOMO and LUMO (alpha / beta) (eV): 5.9182 / 6.1497
2S+1: 2

***

molar mass of number 2 (C33H31N3OReS3)? 768.04 Da